Formula: C57H126ClN8O16P
Source: the OMol25 dataset
Level of theory: ωB97M-V/def2-TZVPD

The geometry in ORCA input format:
```
! wB97M-V def2-TZVPD RIJCOSX def2/J DEFGRID3
* xyz -1 6
C 1.4901 0.9213 0.6933
C 0.5333 2.0924 0.8590
C -0.9378 1.6436 1.1778
O -1.1516 0.6226 0.2967
C -2.2696 -0.2311 0.4934
N 1.0629 2.9925 1.9741
H 0.7417 2.6236 2.8578
H 2.0700 3.0414 2.0322
H 0.5914 3.8654 2.1636
H 2.5169 1.2698 0.5822
H 1.3521 0.2527 -0.1564
H 1.4762 0.3554 1.6248
H 0.4716 2.6894 -0.0509
H -1.7412 2.3634 1.0211
H -1.0960 1.2698 2.1894
H -3.1371 0.4136 0.6345
H -2.3979 -0.8204 1.4013
H -2.3323 -0.8345 -0.4121
C -2.9305 5.0714 0.0229
C -3.9437 5.2517 1.2562
C -5.3340 4.6539 0.9221
O -5.1106 3.2229 0.8929
C -6.3591 2.4605 0.8551
N -3.3161 4.6933 2.4664
H -2.3213 4.7824 2.6165
H -3.5947 5.2906 3.2317
H -3.7148 3.7719 2.5766
H -2.0829 5.7027 0.2897
H -3.3402 5.4653 -0.9072
H -2.5277 4.0772 -0.1703
H -3.9330 6.3122 1.5080
H -5.6789 4.9921 -0.0551
H -5.9598 4.9835 1.7514
H -6.0364 1.4529 0.5928
H -7.1174 2.8524 0.1774
H -6.8114 2.4415 1.8467
C -1.6435 -0.4028 5.0891
C -1.8737 0.3808 6.3937
C -2.1329 -0.5445 7.5875
O -0.9655 -1.4045 7.8535
C -1.1310 -2.1048 8.9980
N -0.6999 1.3035 6.6639
H 0.0737 0.8117 7.0880
H -0.3396 1.7854 5.8526
H -1.0360 1.9805 7.3338
H -0.7034 -0.9543 5.1043
H -1.5561 0.2496 4.2203
H -2.4795 -1.0412 4.8034
H -2.7113 1.0781 6.3752
H -2.9376 -1.2386 7.3452
H -2.5270 -0.0653 8.4837
H -0.4968 -2.9893 8.9384
H -2.1215 -2.4890 9.2420
H -0.6577 -1.5647 9.8180
P -0.6073 3.8098 4.5802
O -0.6343 4.6695 5.8496
O -0.5417 4.9356 3.4943
O -2.1127 3.3823 4.6503
O 0.3988 2.5796 4.5814
Cl 4.9924 3.7894 0.5884
O 6.1172 4.6795 0.4982
O 3.9382 4.5636 1.2658
O 4.5241 3.4784 -0.7462
O 5.2939 2.5229 1.2332
C -4.0118 -4.8846 -4.3122
C -4.4883 -3.4425 -4.0724
C -5.9733 -3.2420 -4.6174
C -7.0829 -3.7618 -3.6966
C -6.7981 -3.1524 -2.3329
C -5.4178 -3.4518 -1.7259
N -4.3976 -2.9604 -2.6790
O -3.0444 -2.8635 -2.1172
C -5.4123 -2.5949 -0.4850
C -5.1898 -4.9383 -1.3802
C -3.6775 -2.4830 -5.0460
H -3.7056 -5.1398 -5.3267
H -4.7923 -5.6048 -4.0667
H -3.0972 -5.1168 -3.7668
H -6.1086 -2.1802 -4.8235
H -6.0481 -3.6875 -5.6094
H -7.1592 -4.8480 -3.6452
H -8.0482 -3.3731 -4.0210
H -7.5318 -3.6591 -1.7060
H -7.1191 -2.1110 -2.3556
H -5.1970 -1.5662 -0.7742
H -6.3043 -2.6250 0.1407
H -4.5432 -2.8952 0.1004
H -4.2260 -5.2385 -0.9689
H -5.8292 -5.1778 -0.5306
H -5.6028 -5.6198 -2.1239
H -3.9739 -1.4499 -4.8647
H -3.7664 -2.5724 -6.1287
H -2.6178 -2.5541 -4.8008
C 4.5225 2.7390 -6.2077
C 4.8533 1.7679 -5.0320
C 3.8490 1.9655 -3.8072
C 3.7172 0.7329 -2.9073
C 3.3752 -0.4585 -3.8093
C 4.3848 -0.9466 -4.8671
N 4.9242 0.2808 -5.5161
O 5.8313 0.0077 -6.6135
C 5.4885 -1.6973 -4.0109
C 3.6134 -1.8865 -5.7397
C 6.2109 2.2225 -4.4809
H 3.5728 2.4813 -6.6764
H 5.2755 2.7604 -6.9956
H 4.5940 3.7600 -5.8329
H 4.1117 2.7306 -3.0767
H 2.8292 2.1484 -4.1458
H 2.9645 0.8131 -2.1230
H 4.6902 0.7190 -2.4162
H 2.4326 -0.1451 -4.2581
H 3.1020 -1.3473 -3.2405
H 5.7675 -1.1251 -3.1261
H 5.2851 -2.7366 -3.7526
H 6.2992 -1.7100 -4.7394
H 3.1801 -2.7873 -5.3052
H 2.8032 -1.2744 -6.1359
H 4.2227 -2.1921 -6.5902
H 6.0588 3.1715 -3.9668
H 6.9927 2.1792 -5.2391
H 6.6297 1.5808 -3.7057
C 4.8125 1.4585 8.0713
C 4.4049 0.2355 7.2520
C 2.9625 0.5029 6.9595
C 2.4195 -0.3870 5.8073
C 3.1555 -0.1778 4.4512
C 4.6163 -0.5770 4.7817
N 5.1352 0.1733 5.9393
O 6.5630 0.0067 6.0982
C 4.7456 -2.1336 4.8111
C 5.4370 -0.2384 3.4051
C 4.4477 -1.0356 8.1192
H 5.8084 1.3545 8.5020
H 4.2171 1.6045 8.9726
H 4.7862 2.3331 7.4213
H 2.3344 0.3235 7.8321
H 2.6201 1.5113 6.7271
H 1.4504 0.0479 5.5628
H 2.3797 -1.4602 5.9934
H 3.1336 0.8725 4.1608
H 2.6998 -0.8385 3.7136
H 4.7213 -2.5039 3.7862
H 5.6926 -2.4931 5.2138
H 3.9339 -2.5401 5.4144
H 4.7189 -0.1805 2.5871
H 5.8270 0.7771 3.3364
H 6.3633 -0.7944 3.2607
H 3.9290 -1.0050 9.0774
H 5.5018 -1.3124 8.1401
H 4.0554 -1.9046 7.5912
C 3.1445 -3.7256 -1.4494
C 3.0644 -4.2442 -0.0052
C 2.3881 -3.2003 0.9598
C 0.9662 -2.9696 0.6378
C 0.2124 -4.2329 0.8812
C 0.6719 -5.4523 0.0872
N 2.2011 -5.4869 0.0354
O 2.7366 -6.6706 -0.7009
C 0.1724 -6.6390 0.9231
C -0.1447 -5.4528 -1.3261
C 4.4887 -4.4396 0.6259
H 3.6030 -2.7393 -1.5211
H 2.1760 -3.5617 -1.9219
H 3.7705 -4.3026 -2.1301
H 2.4255 -3.5390 1.9951
H 3.0114 -2.3071 1.0022
H 0.8529 -2.6416 -0.3955
H 0.6692 -2.1418 1.2817
H -0.6932 -4.0028 0.3199
H -0.0164 -4.3188 1.9434
H 0.7043 -6.6931 1.8730
H -0.8747 -6.3978 1.1062
H 0.1630 -7.5945 0.3986
H 0.3277 -6.1184 -2.0485
H -1.1901 -5.7273 -1.1849
H -0.1196 -4.4869 -1.8305
H 5.0572 -3.5258 0.7985
H 5.0413 -5.1547 0.0165
H 4.4236 -4.9379 1.5931
C -3.7103 2.0211 -4.0159
C -2.0964 2.2749 -4.1940
C -1.6413 1.8402 -5.6516
C -2.3059 2.6841 -6.7599
C -1.8086 4.1525 -6.6077
C -2.1028 4.6934 -5.1748
N -1.7556 3.6912 -4.0577
O -1.5752 4.1574 -2.7008
C -1.2803 5.9561 -5.0847
C -3.5974 5.0546 -5.2055
C -1.3799 1.2010 -3.2964
H -4.0282 2.7430 -3.2637
H -3.8175 1.0494 -3.5339
H -4.3123 2.0141 -4.9246
H -0.5818 1.7774 -5.9002
H -2.0222 0.8679 -5.9640
H -3.3942 2.7000 -6.7018
H -1.9343 2.2495 -7.6879
H -2.3826 4.6332 -7.3999
H -0.7589 4.1939 -6.8987
H -1.2421 6.4523 -6.0544
H -1.6334 6.6158 -4.2922
H -0.2237 5.7097 -4.9796
H -3.8951 5.8014 -4.4696
H -3.7785 5.6377 -6.1084
H -4.3278 4.2456 -5.1879
H -1.5436 1.3463 -2.2286
H -0.3085 1.3673 -3.4089
H -1.6446 0.1844 -3.5872
*
```

Output
Molecular weight (g mol⁻¹): 1246.1
Electronic energy (a.u.): -4690.025340

Results of the Mulliken charge analysis, in e, for atoms 1 through 99: atom 1 (C): -0.906, atom 2 (C): 0.472, atom 3 (C): 2.008, atom 4 (O): 0.558, atom 5 (C): -1.266, atom 6 (N): 0.555, atom 7 (H): -0.694, atom 8 (H): 0.208, atom 9 (H): 0.651, atom 10 (H): 0.471, atom 11 (H): 0.145, atom 12 (H): -0.040, atom 13 (H): 0.232, atom 14 (H): -0.580, atom 15 (H): -1.614, atom 16 (H): 0.240, atom 17 (H): 0.358, atom 18 (H): 0.339, atom 19 (C): -1.226, atom 20 (C): 0.155, atom 21 (C): -0.930, atom 22 (O): -0.139, atom 23 (C): -0.721, atom 24 (N): 0.113, atom 25 (H): -0.128, atom 26 (H): 0.445, atom 27 (H): 0.317, atom 28 (H): 0.515, atom 29 (H): 0.429, atom 30 (H): 0.014, atom 31 (H): 0.447, atom 32 (H): 0.473, atom 33 (H): 0.407, atom 34 (H): 0.042, atom 35 (H): 0.320, atom 36 (H): 0.341, atom 37 (C): -0.952, atom 38 (C): 0.568, atom 39 (C): -1.134, atom 40 (O): -0.244, atom 41 (C): -0.939, atom 42 (N): 0.378, atom 43 (H): 0.225, atom 44 (H): -0.472, atom 45 (H): 0.528, atom 46 (H): 0.327, atom 47 (H): -0.417, atom 48 (H): 0.583, atom 49 (H): 0.397, atom 50 (H): 0.504, atom 51 (H): 0.521, atom 52 (H): 0.253, atom 53 (H): 0.350, atom 54 (H): 0.343, atom 55 (P): 0.916, atom 56 (O): -0.951, atom 57 (O): -1.109, atom 58 (O): -0.946, atom 59 (O): -0.722, atom 60 (Cl): 1.659, atom 61 (O): -0.722, atom 62 (O): -0.701, atom 63 (O): -0.651, atom 64 (O): -0.587, atom 65 (C): -1.453, atom 66 (C): 1.579, atom 67 (C): -1.258, atom 68 (C): -0.695, atom 69 (C): -1.445, atom 70 (C): 1.950, atom 71 (N): 0.452, atom 72 (O): -0.014, atom 73 (C): -2.118, atom 74 (C): -1.573, atom 75 (C): -2.007, atom 76 (H): 0.464, atom 77 (H): 0.340, atom 78 (H): 0.079, atom 79 (H): 0.456, atom 80 (H): 0.441, atom 81 (H): 0.325, atom 82 (H): 0.405, atom 83 (H): 0.432, atom 84 (H): 0.413, atom 85 (H): 0.382, atom 86 (H): 0.412, atom 87 (H): 0.409, atom 88 (H): 0.056, atom 89 (H): 0.496, atom 90 (H): 0.374, atom 91 (H): 0.404, atom 92 (H): 0.383, atom 93 (H): 0.386, atom 94 (C): -1.694, atom 95 (C): 1.472, atom 96 (C): -1.249, atom 97 (C): -0.080, atom 98 (C): -1.073, atom 99 (C): 1.880